[1]
The following is a quantum chemistry calculation of a 3-piece molecular cluster, H6O3 overall at a distorted geometry, from the OMol25 dataset.

Output
Spin multiplicity = 2
Relative energy (zero: lowest compared OMol25 entry of this formula, charge and spin) = 3.94 kcal per mole
HOMO energy (spin up / spin down) = -15.7 / -15.7 eV
⟨S²⟩ = 0.753
Charge = +1
Lowest unoccupied orbital energy (spin up / spin down) = -0.154 / -0.429 hartree
Frontier orbital gap (spin up / spin down) = 11.5 / 4.0 eV

```
9
Properties=species:S:1:pos:R:3:forces:R:3:mulliken_charge:R:1
O 0.515 0.163 -0.234 0.981 0.641 0.175 -0.6974
H 0.223 -0.002 -1.131 -0.057 -0.090 -0.410 0.3329
H -0.088 -0.340 0.312 -0.671 -0.328 0.349 0.3562
O -1.866 -1.423 0.010 0.508 0.209 0.054 -0.6512
H -2.776 -1.471 -0.284 -0.306 0.140 -0.079 0.3170
H -1.630 -2.329 0.209 0.013 -0.360 0.080 0.3266
O 2.260 1.854 0.405 3.121 1.896 0.350 0.0353
H 1.790 1.029 0.285 -2.347 -3.612 -0.677 0.5357
H 1.573 2.520 0.427 -1.241 1.504 0.159 0.4447
```
Forces are in eV/Å.

[2]
The following is a quantum chemistry calculation of one molecule with the formula C2H3N5O at a distorted geometry, from the OMol25 dataset.

Output
Relative energy (zero: lowest compared OMol25 entry of this formula, charge and spin) = 166.83 kcal per mole
HOMO energy = -9.1 eV
Lowest unoccupied orbital energy = -0.004 hartree
SMILES = C=N/N=c1\[nH]nno1
Frontier orbital gap = 8.9 eV

```
11
Properties=species:S:1:pos:R:3:forces:R:3:mulliken_charge:R:1
C -1.564 -0.222 2.002 2.346 0.545 -4.020 -0.3006
N -1.167 0.050 0.592 -1.873 -2.963 6.502 -0.2130
N -0.393 1.132 0.175 1.718 -1.472 -0.397 -0.4807
C 0.510 0.605 -0.654 -0.727 2.104 3.121 0.5195
N 0.640 -0.674 -1.177 -0.287 3.959 1.878 0.1870
N 1.514 -0.502 -2.137 0.365 -4.238 -3.462 -0.3307
N 2.021 0.588 -2.255 0.754 0.473 1.671 -0.0466
O 1.636 1.294 -1.050 -2.678 0.382 -0.356 -0.1760
H -1.364 0.507 2.938 -0.363 -1.520 -2.526 0.2780
H -1.911 -1.401 2.297 0.651 3.815 -1.475 0.2242
H 0.078 -1.377 -0.731 0.093 -1.084 -0.936 0.3391
```
Forces are in eV/Å.

[3]
The following is a quantum chemistry calculation of a 9-piece molecular cluster, C29H56N4O18 overall at a distorted geometry, from the OMol25 dataset.

Output
HOMO energy = -0.2 eV
Charge = -2
Lowest unoccupied orbital energy = 0.122 hartree
Frontier orbital gap = 3.5 eV

```
107
Properties=species:S:1:pos:R:3:forces:R:3:mulliken_charge:R:1
C -1.058 -2.896 -1.375 -0.852 0.007 -0.546 -1.3349
C -0.901 -1.602 -0.543 -0.790 -0.291 -1.582 0.7645
N 0.400 -1.560 0.069 0.863 0.211 0.258 0.9438
C 0.729 -2.181 1.264 -0.423 0.520 -0.477 -1.0203
C 1.985 -1.784 1.518 1.341 -0.590 0.963 -1.3120
N 2.467 -1.038 0.483 -1.275 -0.390 -0.669 1.0680
C 1.474 -0.906 -0.420 -0.611 -0.268 0.974 -0.5584
C 3.795 -0.486 0.450 0.439 0.288 0.692 -0.5910
H -0.511 -2.965 -2.321 0.523 0.540 0.195 0.3696
H -2.092 -2.973 -1.722 -0.115 0.111 0.317 0.1610
H -0.851 -3.832 -0.856 0.062 0.296 0.526 0.3504
H -1.726 -1.498 0.165 0.614 -0.603 0.505 -1.0692
H -1.048 -0.699 -1.140 0.548 -0.147 -0.474 0.2425
H -0.001 -2.727 1.850 0.088 0.140 -0.011 1.0434
H 2.633 -1.946 2.364 -0.284 -0.108 0.145 0.8332
H 1.421 -0.324 -1.326 0.309 0.129 0.073 0.6309
H 4.210 -0.471 1.458 -0.567 0.360 0.157 -0.0005
H 3.674 0.549 0.138 0.754 -0.070 -0.348 0.1927
H 4.510 -1.151 -0.040 -0.282 0.316 -0.806 0.0680
N -1.977 -1.855 2.749 -1.747 1.314 1.943 1.0401
O -2.824 -0.945 2.969 0.991 -1.044 -0.918 -0.6446
O -2.150 -2.621 1.740 0.279 -0.290 0.066 -0.7142
O -1.054 -2.033 3.558 -0.086 -0.614 -1.091 -0.6185
C 0.612 2.255 4.308 -0.101 -0.003 -0.113 -1.2028
C 1.746 2.746 3.669 -0.691 1.253 -0.463 0.4556
C 2.863 1.760 3.336 1.558 0.324 -0.836 0.6898
O 3.898 2.115 2.673 -0.914 0.318 0.142 -0.9110
C 2.745 0.453 3.764 -0.820 -0.704 -0.008 -0.5184
C 1.607 -0.082 4.470 1.089 0.835 -0.159 0.6942
C 0.424 0.913 4.696 -0.282 -1.032 0.664 0.6280
O -0.569 0.431 5.250 0.107 0.614 -0.006 -0.7442
O 1.568 -1.209 4.951 -0.042 -0.497 -0.096 -0.7781
O 1.802 3.958 3.296 0.651 -0.610 -0.090 -0.8630
H -0.188 2.974 4.447 -0.132 -0.089 0.148 0.3372
H 3.575 -0.165 3.430 0.008 -0.348 0.504 0.4048
C -2.836 4.457 -3.296 0.635 0.736 0.431 -1.2205
C -1.628 3.534 -3.454 -0.786 -1.293 -0.333 -0.0275
O -0.619 3.886 -2.533 0.336 0.701 -0.207 -0.3668
C 0.080 2.924 -1.909 -0.287 0.372 2.151 0.9574
O 0.000 1.742 -2.099 0.182 -0.459 -0.570 -0.5500
O 0.724 3.531 -0.912 0.052 0.230 -1.430 -0.4987
C 1.229 2.846 0.237 -0.139 -0.358 0.961 0.0494
H -3.360 4.668 -4.227 0.101 -0.228 -0.117 0.3745
H -2.414 5.401 -2.939 -0.170 0.162 -0.156 0.3109
H -3.571 4.183 -2.540 0.170 -0.440 0.005 0.2596
H -1.250 3.565 -4.479 0.194 0.259 0.049 0.4090
H -1.876 2.485 -3.269 -0.157 0.054 -0.059 0.1039
H 1.961 2.049 0.103 0.036 0.199 -0.738 -0.1715
H 0.392 2.412 0.785 0.026 0.102 0.076 0.0512
H 1.682 3.628 0.842 -0.008 -0.148 0.200 0.2917
C 4.855 0.447 -4.443 -0.049 -0.815 1.066 -1.2541
C 5.125 0.594 -2.917 -1.124 1.202 -2.209 0.1835
O 4.321 1.734 -2.547 -0.826 -1.078 0.976 -0.1252
C 4.806 2.944 -2.633 1.644 1.224 0.035 0.6358
O 5.919 3.248 -3.020 -0.251 -0.292 0.046 -0.6372
O 3.903 3.802 -2.208 -1.651 -0.329 0.085 -0.1851
C 4.232 5.107 -1.778 1.480 0.323 0.268 -0.7805
H 3.830 0.126 -4.638 -0.063 -0.126 0.430 0.3071
H 5.492 -0.386 -4.751 0.226 0.441 -0.775 0.3750
H 4.919 1.401 -4.959 0.860 -0.143 -0.152 0.3753
H 6.169 0.796 -2.696 0.016 -0.162 0.122 0.4328
H 4.693 -0.277 -2.435 0.194 0.188 0.528 -0.2018
H 4.482 5.790 -2.591 -0.213 -0.201 -0.271 0.2909
H 5.127 5.037 -1.157 -0.049 0.093 0.085 0.3515
H 3.436 5.525 -1.170 -0.308 -0.419 -0.162 0.2596
C -5.719 -2.232 4.869 0.614 3.043 -0.497 -0.9245
O -5.626 -1.528 3.622 -0.602 -1.118 -0.423 -0.1858
C -6.102 -2.258 2.503 0.730 0.017 0.413 -0.9925
C -5.610 -1.595 1.200 -1.588 -1.136 1.280 0.2836
N -6.007 -0.201 1.210 1.378 0.474 -1.150 -0.0969
C -5.548 0.496 0.011 -0.465 -0.872 0.051 -1.4358
C -4.044 0.547 -0.153 -0.374 1.134 -0.195 0.5527
O -3.498 1.252 0.940 -0.095 0.479 -1.150 -0.4964
C -2.352 1.939 0.517 1.049 -0.130 0.984 -0.2176
H -6.758 -2.354 5.188 -0.052 -0.823 -0.203 0.3221
H -5.362 -1.373 5.448 0.180 -0.659 0.888 0.2972
H -5.000 -3.041 4.976 -0.368 -0.409 -0.169 0.3111
H -7.191 -2.361 2.602 -0.253 0.127 -0.353 0.3920
H -5.681 -3.269 2.542 -0.023 -0.168 -0.114 0.3895
H -6.064 -2.174 0.376 -0.219 0.050 -0.217 0.1599
H -4.557 -1.874 1.154 0.324 1.217 0.087 -0.1084
H -6.993 -0.022 1.324 -0.104 -0.551 0.199 0.3071
H -5.970 1.504 -0.011 0.371 0.208 0.390 0.4341
H -5.945 0.065 -0.927 0.008 -0.436 -0.042 0.2563
H -3.972 1.115 -1.099 0.409 0.384 0.076 0.1629
H -3.473 -0.352 -0.398 -0.494 -0.467 0.536 0.0526
H -2.485 2.639 -0.318 -0.405 -0.125 -0.170 0.2436
H -1.553 1.230 0.263 -0.026 -0.016 -0.262 -0.2868
H -1.954 2.510 1.357 -0.193 -0.017 0.124 0.5334
C -4.268 -0.759 -3.774 0.452 -0.093 0.459 -0.5700
O -4.172 -1.556 -2.589 -0.544 0.228 -0.382 -0.3531
H -4.234 0.289 -3.482 0.224 -0.041 0.152 0.1309
H -3.398 -1.005 -4.384 -0.148 0.299 -0.428 0.2896
H -5.203 -0.873 -4.327 -0.023 -0.357 0.000 0.2973
H -4.379 -2.459 -2.845 0.040 -0.038 0.175 0.2311
C 5.042 -4.556 1.752 0.204 0.066 0.689 -0.5388
O 5.206 -3.155 1.894 0.075 0.094 -0.090 -0.3784
H 5.999 -5.066 1.611 -0.073 0.048 -0.759 0.3360
H 4.677 -5.034 2.668 -0.436 0.330 0.013 0.2794
H 4.311 -4.671 0.954 0.218 -0.513 -0.060 0.0683
H 6.110 -2.950 2.141 -0.043 0.003 0.174 0.2654
C 3.281 -3.868 -1.791 0.838 -0.884 -0.802 -0.6787
O 3.294 -3.170 -3.058 0.148 0.444 0.919 -0.5247
H 4.196 -3.753 -1.202 0.015 0.610 -0.086 0.2710
H 2.442 -3.621 -1.147 -0.260 0.054 -0.354 0.1178
H 3.334 -4.916 -2.098 -0.667 -0.267 0.607 0.4662
H 4.218 -2.947 -3.202 -0.103 0.142 -0.226 0.3009
```
Forces are in eV/Å.

[4]
The following is a quantum chemistry calculation of a 7-piece molecular cluster, C36H82N4O7 overall at a distorted geometry, from the OMol25 dataset.

Output
Spin multiplicity = 2
Relative energy (zero: lowest compared OMol25 entry of this formula, charge and spin) = 14.96 kcal per mole
HOMO energy (spin up / spin down) = -9.4 / -9.4 eV
⟨S²⟩ = 0.755
Charge = +1
Lowest unoccupied orbital energy (spin up / spin down) = -0.103 / -0.246 hartree
Frontier orbital gap (spin up / spin down) = 6.6 / 2.7 eV

```
129
Properties=species:S:1:pos:R:3:forces:R:3:mulliken_charge:R:1
O 0.062 2.199 0.684 0.255 -0.366 -0.099 -0.2580
H -0.805 2.595 0.597 -0.395 0.339 -0.112 0.1438
H 0.268 2.276 1.616 0.030 0.110 0.200 0.1710
O 3.053 3.821 2.384 0.196 -0.134 0.140 -0.5920
H 2.351 3.381 2.864 -0.124 -0.015 0.162 0.2654
H 2.605 4.286 1.677 -0.075 0.159 -0.284 0.3177
O -2.298 4.916 0.059 0.186 -0.347 0.046 -0.5360
H -3.212 4.998 0.334 -0.361 -0.046 0.166 0.2918
H -2.080 5.773 -0.307 0.145 0.214 -0.128 0.2578
C 2.130 -2.879 1.436 -0.041 0.808 0.365 -1.7527
C 0.931 -2.573 2.395 -2.088 -2.636 -0.885 2.3851
C -0.020 -3.888 2.288 1.872 0.591 2.126 -1.1136
C 0.529 -5.079 3.135 0.157 0.298 0.090 -0.9488
C 0.947 -4.737 4.635 -2.430 -0.424 -2.251 -1.2239
C 1.704 -3.436 4.845 0.702 -1.775 1.239 1.0682
N 1.291 -2.316 3.855 1.117 -3.714 -0.852 0.6462
O 1.877 -1.154 4.096 -0.192 0.345 0.291 -0.2934
C 1.502 -3.171 6.384 -0.093 0.925 -0.150 -1.6390
C 3.221 -3.860 4.623 -0.248 2.209 -0.744 -1.4514
C 0.116 -1.444 1.764 0.424 0.476 1.449 -2.5493
H 2.288 -3.935 1.214 0.375 -0.016 0.816 0.2718
H 2.997 -2.295 1.745 0.274 -0.481 -0.124 0.5623
H 1.845 -2.487 0.459 -0.101 0.297 0.133 0.3586
H -1.008 -3.668 2.693 -0.111 0.284 -0.366 0.4570
H -0.041 -4.150 1.230 -0.254 0.081 0.133 0.5049
H 1.326 -5.606 2.611 0.178 0.176 0.001 0.3342
H -0.315 -5.769 3.135 0.195 -0.296 0.372 0.4826
H 1.455 -5.582 5.101 0.383 0.251 -0.285 0.4783
H -0.003 -4.729 5.169 -0.136 0.418 0.154 0.4900
H 1.703 -4.026 7.029 0.670 -0.608 -0.827 0.3878
H 2.141 -2.397 6.810 -0.230 0.329 -0.271 0.4030
H 0.459 -3.061 6.681 -0.190 0.796 -0.487 0.4503
H 3.412 -4.003 3.559 -0.111 -0.687 0.078 0.3432
H 3.856 -3.004 4.849 0.122 -0.023 0.394 0.4147
H 3.488 -4.704 5.259 -0.269 0.116 -0.232 0.4110
H -0.787 -1.236 2.338 -0.058 0.058 0.158 0.7051
H -0.224 -1.773 0.782 0.394 0.282 -0.027 -0.1493
H 0.753 -0.560 1.780 -0.312 0.279 -0.741 0.6344
H 1.094 -0.687 4.397 -0.094 1.622 0.425 0.3961
C 3.844 0.690 -2.530 -1.078 -1.024 -0.509 -1.1116
C 4.225 0.545 -1.027 1.794 -0.517 -2.029 1.5763
C 4.247 -1.011 -0.544 0.321 2.573 -0.909 0.1838
C 5.505 -1.696 -0.917 -0.453 -0.820 -0.011 -1.5772
C 6.771 -1.010 -0.685 1.075 -0.674 1.015 -1.1503
C 6.877 0.389 -1.187 1.185 0.727 -1.309 1.4511
N 5.623 1.128 -0.975 -0.066 -1.948 2.434 0.4297
O 5.690 2.487 -1.236 -0.293 -0.154 -0.153 -0.4317
C 8.018 1.098 -0.393 -0.216 0.389 -0.556 -1.7757
C 7.393 0.326 -2.656 -0.465 1.135 -0.324 -1.8905
C 3.283 1.315 -0.151 0.024 0.698 -0.430 -2.0032
H 3.717 1.639 -3.051 0.205 0.885 0.982 0.6210
H 2.847 0.279 -2.688 -0.027 -0.449 -0.096 -0.2913
H 4.536 0.214 -3.225 0.081 -0.657 0.378 0.3190
H 4.112 -0.917 0.533 -0.086 -0.413 0.038 0.2395
H 3.564 -1.692 -1.052 -1.234 0.828 0.344 0.0911
H 5.497 -1.921 -1.984 -0.424 -0.344 -0.110 0.3556
H 5.503 -2.616 -0.333 0.194 -0.500 -0.393 0.3879
H 7.436 -1.683 -1.226 0.862 0.514 0.167 0.3608
H 7.068 -1.056 0.362 -0.115 0.064 0.238 0.3606
H 9.046 0.753 -0.502 -0.244 -1.315 -0.006 0.3752
H 8.220 2.072 -0.837 -0.871 0.576 0.576 0.4069
H 7.727 1.078 0.657 0.203 0.577 -0.017 0.4509
H 7.431 1.344 -3.045 0.486 0.325 0.177 0.4042
H 8.397 -0.098 -2.661 -0.108 -0.006 -0.162 0.5018
H 6.776 -0.116 -3.438 -0.234 -0.811 0.438 0.3282
H 3.754 1.549 0.804 -0.286 -0.285 0.187 0.5754
H 2.335 0.780 -0.109 -0.059 0.005 0.390 0.1516
H 3.070 2.271 -0.630 -0.087 0.114 0.146 0.2815
H 5.292 2.551 -2.108 0.023 0.554 -0.589 0.4099
C -5.419 0.424 2.575 0.264 1.772 -0.373 -1.6152
C -4.786 1.703 1.876 2.038 -0.330 -0.873 1.4827
C -4.300 1.354 0.440 -0.096 -0.534 0.525 -0.7376
C -5.347 1.325 -0.619 -0.482 2.282 -0.879 -0.3399
C -5.939 2.751 -0.611 -0.909 0.110 0.171 -1.6761
C -6.563 3.164 0.712 1.239 0.190 2.071 1.5285
N -5.544 2.957 1.860 0.793 0.032 -2.870 0.2586
O -5.911 3.378 3.144 -0.517 -0.656 -0.655 -0.4606
C -6.801 4.688 0.625 -0.918 -0.809 -0.210 -1.7098
C -7.857 2.422 1.046 0.230 1.212 -0.523 -1.6764
C -3.398 2.147 2.513 -1.925 -0.423 0.854 -1.4129
H -6.368 0.101 2.148 -0.093 0.333 -0.067 0.2655
H -5.567 0.775 3.596 -0.086 -0.793 0.345 0.5284
H -4.765 -0.444 2.492 0.268 0.256 0.345 0.3663
H -3.514 2.072 0.206 -0.162 0.175 -0.393 -0.2806
H -3.804 0.383 0.438 0.155 -0.164 0.469 0.5311
H -6.123 0.571 -0.479 0.146 -0.093 -0.089 0.4988
H -4.869 1.278 -1.597 -0.156 -0.822 -0.012 -0.1500
H -6.740 2.981 -1.313 -0.328 -0.811 -0.370 0.5366
H -5.250 3.531 -0.935 0.838 -0.337 0.328 0.4693
H -7.212 5.109 1.543 0.583 0.085 0.156 0.4012
H -5.921 5.183 0.213 0.013 0.171 0.531 0.2829
H -7.605 4.838 -0.096 -0.022 0.061 -0.279 0.4494
H -7.897 1.349 0.863 0.254 0.117 0.114 0.2573
H -8.033 2.694 2.087 -0.675 -0.345 -0.013 0.3665
H -8.567 2.934 0.397 -0.671 -0.413 0.292 0.4965
H -3.100 3.082 2.038 0.137 -0.270 -0.152 0.3380
H -2.651 1.357 2.435 0.081 0.040 0.161 0.0258
H -3.668 2.408 3.537 0.668 -0.156 0.330 0.5060
H -6.463 2.631 3.385 -0.611 0.108 1.070 0.3975
C 0.489 -1.365 -5.076 -1.254 0.353 -0.250 -1.7376
C -1.086 -1.361 -4.737 4.028 -0.649 0.869 1.6543
C -1.278 -2.351 -3.551 -0.657 0.382 1.393 -1.5410
C -1.129 -1.733 -2.150 0.248 0.356 -0.528 -0.3952
C -1.909 -0.449 -2.079 0.407 0.580 -0.309 -0.7455
C -1.482 0.632 -3.163 -0.714 -0.965 -0.229 1.5173
N -1.596 -0.036 -4.515 -1.619 0.457 2.680 0.2735
O -1.287 0.820 -5.575 0.349 0.367 0.124 -0.4881
C -2.615 1.782 -2.997 1.738 -0.251 -0.710 -1.5767
C -0.033 1.144 -2.932 -0.885 1.288 0.275 -1.2064
C -1.821 -1.878 -5.859 -2.069 -0.188 -3.181 -2.1289
H 0.784 -2.291 -5.568 0.002 -0.410 0.689 0.4794
H 0.734 -0.647 -5.858 -0.188 0.507 0.311 0.3491
H 1.018 -1.128 -4.153 0.372 -0.369 -0.311 0.2343
H -2.307 -2.699 -3.648 -0.202 -0.075 0.251 0.4788
H -0.675 -3.259 -3.528 0.336 0.156 -0.994 0.4230
H -1.350 -2.374 -1.297 -0.876 -0.585 -0.305 0.5174
H -0.109 -1.496 -1.846 0.632 0.237 -0.766 -0.0379
H -1.721 -0.126 -1.055 -0.192 0.988 -0.044 0.1054
H -2.985 -0.588 -2.183 -0.066 -0.272 -0.065 0.5123
H -2.351 2.680 -3.555 0.587 0.242 0.374 0.5144
H -2.701 1.980 -1.928 0.058 0.307 -0.097 -0.0098
H -3.614 1.631 -3.407 0.075 -1.154 0.079 0.5031
H 0.002 1.575 -1.932 0.217 -0.014 0.192 0.2615
H 0.153 1.977 -3.610 -0.083 0.075 -0.142 0.4534
H 0.835 0.498 -3.067 -0.661 -0.489 0.094 -0.1755
H -1.511 -2.822 -6.307 -0.100 -0.209 0.520 0.3589
H -2.890 -1.800 -5.662 -0.244 -0.946 0.497 0.5222
H -1.848 -1.187 -6.701 0.878 0.182 -0.201 0.4281
H -2.150 0.995 -5.956 -0.045 0.171 -0.200 0.3730
```
Forces are in eV/Å.